The following is a DFT calculation (wB97M-V/def2-TZVPD) of a structure of composition C32H82BF4N6O10Tl in a non-equilibrium geometry.

Geometry (Å):
Tl1 -3.976 0.592 -0.953
B1 -0.216 1.548 -0.352
F1 -0.089 0.133 -0.529
F2 -0.906 2.071 -1.502
F3 -0.850 1.889 0.917
F4 1.216 2.038 -0.315
C1 -0.505 -4.755 2.825
O1 -0.452 -4.017 1.648
C2 0.406 -2.860 1.660
C3 -0.129 -1.606 2.407
N1 -0.240 -1.703 3.887
C4 0.909 -2.318 4.526
C5 0.769 -2.209 6.066
O2 0.589 -0.858 6.387
C6 0.346 -0.547 7.730
H1 -1.239 -5.555 2.578
H2 -1.009 -4.164 3.596
H3 0.423 -5.120 3.245
H4 0.377 -2.549 0.580
H5 1.410 -3.134 1.945
H6 -1.094 -1.308 1.998
H7 0.511 -0.731 2.166
H8 -0.386 -0.752 4.189
H9 1.935 -1.837 4.332
H10 0.987 -3.407 4.315
H11 1.651 -2.614 6.542
H12 -0.046 -2.750 6.486
H13 0.267 0.570 7.823
H14 1.191 -0.834 8.352
H15 -0.551 -1.121 8.073
C7 -2.278 -3.240 -0.640
O3 -3.300 -2.585 -1.455
C8 -3.966 -3.503 -2.393
C9 -4.753 -2.633 -3.304
N2 -5.499 -1.627 -2.535
C10 -6.608 -1.084 -3.351
C11 -7.856 -1.975 -3.202
O4 -8.209 -1.805 -1.843
C12 -9.211 -2.826 -1.514
H16 -1.882 -2.558 0.101
H17 -1.486 -3.728 -1.252
H18 -2.827 -3.984 -0.084
H19 -4.687 -4.126 -1.859
H20 -3.231 -4.145 -2.836
H21 -5.414 -3.239 -3.975
H22 -4.045 -2.096 -3.957
H23 -5.960 -2.075 -1.755
H24 -6.288 -0.892 -4.380
H25 -6.936 -0.088 -2.968
H26 -7.688 -3.049 -3.430
H27 -8.709 -1.599 -3.811
H28 -9.514 -2.640 -0.503
H29 -8.795 -3.801 -1.584
H30 -9.996 -2.793 -2.266
C13 2.873 1.360 3.782
O5 4.010 0.815 3.107
C14 3.935 -0.385 2.693
C15 1.278 3.606 -2.167
N3 2.394 3.103 -2.552
C16 3.530 3.226 -1.617
C17 4.661 4.068 -2.117
O6 4.559 5.419 -1.889
C18 4.016 6.275 -2.878
H31 3.090 2.371 4.173
H32 2.653 0.752 4.659
H33 1.994 1.438 3.135
H34 3.098 -1.019 2.992
H35 4.633 -0.750 1.971
H36 0.364 3.378 -2.655
H37 1.235 4.251 -1.318
H38 2.506 2.286 -3.218
H39 3.908 2.260 -1.378
H40 3.063 3.586 -0.694
H41 4.828 3.880 -3.176
H42 5.612 3.852 -1.613
H43 2.977 6.511 -2.703
H44 4.147 5.780 -3.853
H45 4.555 7.233 -2.888
C19 -4.623 3.124 -4.213
O7 -4.994 3.340 -2.846
C20 -4.162 4.317 -2.241
C21 -4.642 4.432 -0.846
N4 -4.132 3.225 -0.099
C22 -4.829 3.054 1.234
C23 -6.283 2.555 1.061
O8 -6.198 1.197 0.729
C24 -7.382 0.556 0.458
H46 -4.225 2.090 -4.270
H47 -3.829 3.795 -4.474
H48 -5.463 3.350 -4.843
H49 -4.211 5.338 -2.727
H50 -3.124 4.004 -2.197
H51 -5.719 4.353 -0.847
H52 -4.428 5.373 -0.370
H53 -3.185 3.373 0.144
H54 -4.959 4.044 1.686
H55 -4.217 2.458 1.895
H56 -6.695 3.078 0.223
H57 -6.872 2.715 1.935
H58 -7.944 0.453 1.367
H59 -7.148 -0.464 0.104
H60 -7.862 1.063 -0.376
C25 4.833 0.586 -6.470
C26 5.189 0.300 -5.019
C27 4.142 -0.495 -4.138
O9 3.190 0.372 -3.551
C28 2.227 -0.248 -2.651
N5 6.507 -0.357 -4.834
H61 3.882 1.169 -6.545
H62 4.772 -0.317 -7.093
H63 5.667 1.184 -6.912
H64 5.210 1.251 -4.446
H65 4.747 -0.891 -3.360
H66 3.696 -1.385 -4.607
H67 2.519 -1.238 -2.220
H68 1.379 -0.528 -3.267
H69 1.902 0.442 -1.851
H70 7.003 0.013 -4.010
H71 7.124 -0.078 -5.607
C29 6.391 -0.423 4.614
C30 7.173 -1.678 4.348
C31 6.638 -2.356 3.076
O10 5.189 -2.479 3.088
C32 4.935 -3.523 2.154
N6 8.590 -1.509 4.221
H72 6.357 0.242 3.732
H73 6.819 0.293 5.315
H74 5.415 -0.649 4.939
H75 6.916 -2.338 5.186
H76 7.072 -3.352 3.025
H77 6.993 -1.733 2.273
H78 5.301 -3.374 1.112
H79 3.870 -3.578 1.982
H80 5.259 -4.477 2.534
H81 9.192 -2.324 4.331
H82 8.950 -0.637 4.540

Atoms 1-2, force components in eV/Å:
Tl -0.1 -0.3 -0.2
B 0.6 -0.9 0.7

Output
total charge = +2
orbital gap = 5.97 eV
2S+1 = 1
HOMO energy = -12.5 eV

The following is a DFT calculation (wB97M-V/def2-TZVPD) of a cluster of 10 separate species, C32H84N6O14 in total in a non-equilibrium geometry.

Geometry (Å):
C1 20.144 10.497 16.463
C2 19.497 10.127 15.167
C3 18.235 9.238 15.373
O1 17.926 8.708 14.109
C4 16.556 8.458 13.906
N1 19.092 11.321 14.276
H1 19.753 12.085 14.260
H2 18.883 10.987 13.346
H3 18.256 11.710 14.688
H4 19.565 11.283 16.948
H5 21.149 10.848 16.228
H6 20.286 9.693 17.184
H7 20.192 9.598 14.514
H8 17.389 9.742 15.840
H9 18.578 8.503 16.101
H10 15.965 9.373 13.936
H11 16.213 7.699 14.610
H12 16.442 8.084 12.889
C5 15.335 12.603 11.000
C6 15.150 11.004 11.287
C7 13.707 10.591 11.617
O2 13.664 9.225 11.619
C8 12.522 8.624 12.137
N2 15.588 10.391 9.931
H13 15.065 10.792 9.166
H14 16.582 10.429 9.756
H15 15.410 9.398 9.984
H16 14.881 13.057 10.119
H17 16.373 12.829 10.758
H18 15.084 13.182 11.888
H19 15.863 10.607 12.010
H20 13.039 10.937 10.828
H21 13.380 10.814 12.632
H22 12.749 7.579 12.351
H23 11.790 8.564 11.331
H24 12.045 8.955 13.059
C9 21.098 8.313 10.683
C10 20.119 7.232 10.944
C11 19.952 6.833 12.435
O3 21.174 6.746 13.047
C12 21.032 6.112 14.355
N3 18.744 7.801 10.415
H25 18.027 7.100 10.534
H26 18.552 8.721 10.783
H27 18.880 7.955 9.426
H28 20.806 9.232 11.192
H29 21.294 8.592 9.648
H30 22.081 8.099 11.101
H31 20.248 6.304 10.385
H32 19.308 5.966 12.585
H33 19.579 7.785 12.812
H34 21.978 5.730 14.739
H35 20.474 5.184 14.232
H36 20.489 6.773 15.031
C13 26.640 6.772 14.826
C14 26.789 7.946 15.843
C15 25.963 7.542 17.120
O4 24.644 7.466 16.577
C16 23.657 7.131 17.553
N4 28.288 8.045 16.126
H37 28.513 7.469 16.924
H38 28.900 7.767 15.372
H39 28.527 8.996 16.368
H40 27.187 6.994 13.910
H41 25.578 6.724 14.584
H42 27.037 5.820 15.178
H43 26.625 8.911 15.363
H44 26.127 8.424 17.739
H45 26.228 6.580 17.560
H46 23.497 7.803 18.396
H47 23.688 6.097 17.896
H48 22.733 7.262 16.989
C17 20.605 11.323 6.753
C18 19.453 11.069 5.794
C19 19.791 10.093 4.694
O5 18.587 9.736 4.000
C20 18.658 8.660 3.104
N5 18.296 10.415 6.588
H49 17.360 10.355 6.214
H50 18.549 9.438 6.630
H51 18.321 10.749 7.541
H52 21.547 11.576 6.267
H53 21.011 10.544 7.398
H54 20.301 12.086 7.470
H55 19.178 12.038 5.378
H56 20.283 9.155 4.954
H57 20.311 10.604 3.884
H58 19.527 8.694 2.448
H59 17.830 8.615 2.396
H60 18.684 7.748 3.700
C21 24.324 13.334 16.207
C22 24.694 12.348 15.110
C23 23.958 11.004 15.126
O6 24.407 10.116 14.126
C24 23.418 9.194 13.872
N6 24.569 12.993 13.750
H61 25.250 13.717 13.570
H62 24.564 12.414 12.922
H63 23.673 13.441 13.621
H64 24.389 12.894 17.202
H65 23.241 13.458 16.182
H66 24.977 14.206 16.192
H67 25.764 12.156 15.184
H68 22.913 11.291 15.014
H69 24.015 10.602 16.138
H70 23.418 8.645 14.813
H71 23.640 8.444 13.113
H72 22.482 9.671 13.581
C25 23.940 5.575 11.361
C26 24.912 6.633 10.912
O7 24.807 7.110 9.758
O8 25.761 7.101 11.709
H73 22.902 5.835 11.573
H74 24.296 5.125 12.287
H75 24.012 4.767 10.634
C27 20.635 6.131 6.119
C28 19.720 6.600 7.277
O9 18.967 5.763 7.797
O10 19.613 7.791 7.586
H76 21.531 5.650 6.510
H77 21.028 6.890 5.443
H78 20.164 5.357 5.513
C29 14.273 5.347 10.106
C30 15.485 6.201 10.087
O11 15.378 7.309 9.489
O12 16.468 5.867 10.785
H79 14.323 4.353 10.551
H80 13.933 5.168 9.086
H81 13.489 5.831 10.688
C31 19.830 12.628 10.853
C32 18.930 11.486 10.457
O13 18.714 11.233 9.280
O14 18.513 10.796 11.381
H82 20.352 12.453 11.794
H83 19.210 13.502 11.056
H84 20.481 12.926 10.032

Atoms 1-2, force components in eV/Å:
C 0.5 1.0 0.0
C -1.1 -0.7 -0.7

Output
total charge = +1
<S²> = 0.7506
orbital gap (alpha / beta) = 2.60 / 4.33 eV
2S+1 = 2
HOMO energy (alpha / beta) = -5.7 / -7.5 eV